Record 1
{"formula": "C13H13FN2O3S2", "method": "the ωB97M-V functional and the def2-TZVPD basis", "symbols": ["O", "C", "N", "H", "C", "C", "C", "C", "C", "C", "C", "H", "H", "F", "H", "H", "H", "H", "C", "N", "S", "O", "O", "C", "C", "C", "C", "S", "H", "H", "H", "H", "H", "H"], "coordinates": [[-0.5665, -0.9762, 1.9441], [-0.6046, -1.2606, 0.7629], [-0.0462, -0.5171, -0.2066], [-0.2137, -0.7623, -1.1733], [0.7128, 0.6881, 0.0729], [2.1828, 0.4500, -0.1594], [2.8976, -0.3382, 0.7359], [4.2384, -0.6017, 0.5290], [4.8548, -0.0649, -0.5876], [4.1682, 0.7193, -1.4957], [2.8251, 0.9696, -1.2748], [2.2751, 1.5795, -1.9760], [4.6819, 1.1197, -2.3553], [6.1638, -0.3142, -0.7964], [4.8063, -1.2092, 1.2154], [2.3939, -0.7452, 1.5996], [0.5291, 0.9345, 1.1228], [0.3504, 1.4997, -0.5631], [-1.3481, -2.4944, 0.2397], [-2.7498, -2.2123, 0.0019], [-3.0982, -1.0032, -1.0789], [-2.1099, -1.0608, -2.1172], [-4.4797, -1.1175, -1.4187], [-2.8842, 0.5332, -0.2087], [-3.0932, 0.8257, 1.1031], [-2.8561, 2.1880, 1.3905], [-2.4880, 2.8936, 0.2892], [-2.4221, 1.9109, -1.1228], [-2.2535, 3.9370, 0.2217], [-2.9547, 2.6124, 2.3725], [-3.3860, 0.1032, 1.8423], [-3.3230, -2.1658, 0.8286], [-0.9273, -2.8229, -0.7118], [-1.2755, -3.2980, 0.9744]], "atomic_forces_ev_per_a": [[-0.1, -0.1, 0.5], [0.1, -0.4, -0.2], [0.2, 0.2, -0.2], [0.0, -0.1, 0.2], [0.1, -0.1, 0.1], [-0.1, 0.1, 0.0], [0.0, 0.1, -0.1], [0.1, 0.0, -0.1], [-0.2, 0.1, 0.0], [0.3, -0.1, 0.1], [0.0, -0.1, 0.2], [-0.1, 0.1, -0.1], [0.1, 0.0, -0.1], [-0.1, 0.0, 0.0], [0.1, -0.1, 0.1], [-0.1, -0.1, 0.1], [0.0, 0.1, -0.2], [0.0, -0.1, 0.1], [0.5, 0.1, 0.0], [-0.3, 0.6, -0.6], [-0.7, -0.1, 0.4], [0.1, 0.0, 0.0], [0.0, 0.0, 0.2], [0.0, -0.2, -0.5], [0.0, -0.3, -0.2], [0.0, 0.1, -0.1], [0.0, -0.3, -0.3], [0.0, 0.2, 0.4], [0.0, 0.2, 0.0], [0.0, 0.1, 0.2], [0.0, -0.2, 0.1], [-0.2, 0.0, 0.1], [0.1, -0.1, 0.2], [0.0, 0.1, -0.1]], "nbo_charge": [-0.640, 0.658, -0.611, 0.428, -0.257, -0.046, -0.178, -0.278, 0.400, -0.279, -0.194, 0.214, 0.230, -0.324, 0.231, 0.226, 0.244, 0.207, -0.318, -0.837, 2.330, -0.958, -0.907, -0.562, -0.207, -0.254, -0.395, 0.498, 0.243, 0.235, 0.235, 0.407, 0.224, 0.238], "lumo_ev": 0.42, "relative_energy_kcal_mol": 4.2}

=====

Record 2
{"formula": "C27H37AsBCoN6O2SSi2", "method": "the ωB97M-V functional and the def2-TZVPD basis", "symbols": ["Co", "O", "S", "O", "N", "C", "C", "C", "C", "C", "C", "C", "C", "N", "C", "C", "C", "C", "C", "C", "C", "H", "H", "H", "H", "H", "H", "H", "H", "H", "H", "H", "B", "N", "C", "C", "C", "N", "N", "C", "C", "C", "N", "H", "H", "H", "H", "H", "H", "H", "H", "C", "Si", "C", "C", "As", "Si", "C", "C", "C", "H", "H", "H", "H", "H", "H", "H", "H", "H", "H", "H", "H", "H", "H", "H", "H", "H", "H"], "coordinates": [[0.5586, -0.9733, 0.0119], [-1.7263, 2.3754, -0.8748], [-0.8021, 1.5809, -1.6489], [0.5886, 1.9630, -1.6862], [-0.8728, 0.0318, -1.3183], [-2.1156, -0.5390, -1.0630], [-3.2438, -0.4462, -1.8540], [-4.4151, -1.1691, -1.5535], [-4.4889, -2.0038, -0.4748], [-3.3703, -2.1193, 0.3814], [-3.3371, -2.9744, 1.5052], [-2.2175, -3.0369, 2.2816], [-1.1147, -2.2311, 1.9487], [-1.1161, -1.4306, 0.9105], [-2.2113, -1.3677, 0.1034], [-1.3377, 1.7556, -3.3512], [-2.3634, 2.6246, -3.6830], [-2.7357, 2.7685, -5.0148], [-2.0827, 2.0441, -6.0007], [-1.0547, 1.1713, -5.6589], [-0.6805, 1.0240, -4.3334], [-3.2266, 0.1827, -2.7322], [-5.2702, -1.0718, -2.2119], [-5.3791, -2.5867, -0.2725], [-4.2068, -3.5793, 1.7347], [-2.1615, -3.6867, 3.1437], [-0.2136, -2.2196, 2.5528], [-2.8531, 3.1734, -2.8891], [-3.5362, 3.4476, -5.2813], [-2.3711, 2.1593, -7.0383], [-0.5463, 0.6050, -6.4293], [0.1124, 0.3448, -4.0432], [2.7198, -3.1017, 0.2318], [3.1250, -1.9308, -0.7068], [4.1534, -1.8255, -1.5593], [4.0022, -0.6630, -2.2939], [2.8137, -0.1004, -1.8152], [2.3145, -0.8659, -0.8555], [1.3920, -3.6808, -0.3841], [1.0277, -4.9373, -0.6509], [-0.1821, -4.9120, -1.3282], [-0.4823, -3.5530, -1.4396], [0.4734, -2.8255, -0.8653], [2.4985, -2.6799, 1.3432], [3.5703, -3.9591, 0.1922], [4.9165, -2.5850, -1.5881], [4.6582, -0.2739, -3.0528], [2.2972, 0.8059, -2.0892], [1.6503, -5.7635, -0.3509], [-0.7504, -5.7469, -1.6996], [-1.3208, -3.0697, -1.9165], [2.2621, 3.9848, 1.3968], [2.7203, 2.2057, 1.8039], [4.1382, 1.7770, 0.6511], [3.4257, 2.1945, 3.5575], [1.0108, 0.6778, 1.6604], [-0.4994, 1.3356, 3.2646], [-0.4503, 3.1837, 3.6321], [-0.1996, 0.5041, 4.9363], [-2.2874, 0.9604, 2.7958], [3.1273, 4.6418, 1.5324], [1.4479, 4.3512, 2.0199], [1.9337, 4.0398, 0.3559], [4.9848, 2.4432, 0.8424], [3.8314, 1.9022, -0.3867], [4.4688, 0.7437, 0.7783], [4.3452, 2.7845, 3.6242], [3.6434, 1.1676, 3.8573], [2.7080, 2.6021, 4.2744], [0.5149, 3.4811, 4.0478], [-1.2247, 3.4365, 4.3630], [-0.6263, 3.7643, 2.7255], [0.7821, 0.7838, 5.3267], [-0.2137, -0.5845, 4.8403], [-0.9604, 0.7975, 5.6672], [-2.5102, 1.3718, 1.8076], [-2.9668, 1.4127, 3.5247], [-2.4913, -0.1112, 2.7685]], "atomic_forces_ev_per_a": [[0.3, 0.3, -0.2], [0.0, 0.0, 0.0], [0.1, -0.1, -0.2], [-0.1, 0.1, 0.0], [-0.2, -0.2, 0.2], [0.0, 0.1, 0.0], [0.0, 0.0, 0.0], [0.0, 0.0, 0.0], [0.0, 0.0, 0.0], [0.0, 0.1, 0.0], [0.0, 0.0, 0.0], [0.0, 0.1, 0.1], [0.0, 0.2, 0.2], [0.1, -0.6, -0.4], [0.0, 0.0, 0.0], [0.1, 0.0, 0.0], [0.0, 0.0, 0.0], [0.0, 0.0, 0.0], [0.0, 0.0, 0.0], [0.0, 0.0, 0.0], [0.0, 0.0, 0.0], [0.0, 0.0, 0.0], [0.0, 0.0, 0.0], [0.0, 0.0, 0.0], [0.0, 0.0, 0.0], [0.0, 0.0, 0.0], [0.0, -0.1, -0.1], [0.0, 0.0, 0.0], [0.0, 0.0, 0.0], [0.0, 0.0, 0.0], [0.0, 0.0, 0.0], [0.0, 0.0, 0.0], [0.0, 0.0, 0.0], [0.1, 0.0, 0.1], [0.0, 0.0, -0.1], [0.0, -0.1, 0.0], [0.1, 0.1, 0.0], [-0.2, 0.0, 0.0], [0.2, 0.0, -0.2], [0.0, 0.0, 0.0], [0.0, 0.0, 0.0], [0.0, 0.0, -0.1], [-0.2, 0.0, 0.3], [0.0, 0.0, 0.0], [0.0, 0.0, 0.0], [0.0, 0.0, 0.0], [0.0, 0.0, 0.0], [0.0, 0.0, 0.0], [0.0, 0.0, 0.0], [0.0, 0.0, 0.0], [0.0, 0.0, 0.1], [-0.1, 0.0, -0.1], [0.1, 0.0, 0.1], [0.0, -0.1, 0.0], [-0.1, 0.0, 0.0], [0.2, -0.1, 0.3], [-0.1, 0.1, 0.0], [0.1, 0.0, 0.0], [0.0, 0.0, 0.0], [0.0, 0.0, -0.1], [0.0, 0.0, 0.0], [0.0, 0.0, 0.0], [0.0, 0.0, 0.0], [0.0, 0.0, 0.0], [0.0, 0.0, 0.0], [0.0, 0.0, 0.0], [0.0, 0.0, 0.0], [0.0, 0.0, 0.0], [0.0, 0.0, 0.0], [0.0, 0.0, 0.0], [0.0, 0.0, 0.0], [0.0, 0.0, 0.0], [0.0, 0.0, 0.0], [0.0, 0.0, 0.0], [0.0, 0.0, 0.0], [0.0, 0.0, 0.0], [0.0, 0.0, 0.0], [0.0, 0.0, 0.0]], "lowdin_charge": [0.193, -0.317, 0.540, -0.349, -0.147, -0.270, -0.009, -0.077, -0.058, -0.161, -0.011, -0.041, -0.127, -0.004, -0.168, -0.285, -0.071, -0.089, -0.103, -0.085, -0.060, 0.099, 0.101, 0.103, 0.114, 0.104, 0.108, 0.109, 0.097, 0.094, 0.099, 0.114, -0.421, -0.063, -0.095, -0.065, -0.146, -0.040, -0.060, -0.098, -0.068, -0.128, 0.003, 0.052, 0.063, 0.111, 0.083, 0.084, 0.113, 0.081, 0.110, -0.222, 0.176, -0.230, -0.246, 0.820, 0.177, -0.238, -0.244, -0.218, 0.022, -0.006, 0.025, 0.024, 0.010, 0.024, 0.017, 0.017, 0.002, 0.006, 0.022, 0.023, 0.012, 0.006, 0.018, 0.023, 0.025, 0.000], "lumo_ev": [2.31, 2.32], "total_charge": -1, "spin_multiplicity": 2, "relative_energy_kcal_mol": 0.0, "s_squared": 0.770}

=====

Record 3
{"formula": "C6H12O", "method": "the ωB97M-V functional and the def2-TZVPD basis", "symbols": ["C", "C", "C", "C", "C", "C", "O", "H", "H", "H", "H", "H", "H", "H", "H", "H", "H", "H", "H"], "coordinates": [[2.0351, 0.2412, -0.5903], [1.0908, -0.1648, 0.5431], [-0.3579, -0.3054, 0.1074], [-0.6185, -1.2092, -1.0814], [-1.4177, -0.3076, 1.1847], [-1.2843, 0.8787, 0.2908], [-0.8447, 2.0461, 0.9249], [1.6700, 1.1402, -1.1024], [2.1361, -0.5504, -1.3412], [3.0378, 0.4576, -0.2068], [1.1386, 0.5863, 1.3392], [1.4328, -1.1134, 0.9805], [-0.0472, -0.9037, -1.9655], [-0.3478, -2.2463, -0.8449], [-1.6804, -1.2018, -1.3540], [-1.0916, -0.1518, 2.2100], [-2.2791, -0.9612, 1.0711], [-2.0516, 1.0409, -0.4693], [-0.5199, 2.6501, 0.2455]], "atomic_forces_ev_per_a": [[0.0, 0.0, -0.1], [0.0, 0.0, 0.1], [0.1, 0.0, 0.0], [0.0, 0.0, 0.0], [-0.1, -0.1, 0.1], [-0.2, -0.2, -0.2], [0.1, 0.2, -0.2], [0.1, -0.1, 0.1], [0.0, 0.1, 0.1], [-0.2, 0.0, 0.0], [0.0, -0.1, -0.1], [-0.1, 0.1, -0.1], [-0.1, 0.0, 0.1], [0.0, 0.1, 0.0], [0.1, 0.0, 0.1], [0.0, 0.0, -0.2], [0.1, 0.1, 0.0], [0.1, -0.1, 0.1], [0.0, -0.1, 0.1]], "nbo_charge": [-0.607, -0.395, -0.079, -0.601, -0.437, 0.081, -0.705, 0.197, 0.202, 0.212, 0.221, 0.201, 0.209, 0.209, 0.209, 0.226, 0.214, 0.171, 0.470], "lumo_ev": 0.89, "relative_energy_kcal_mol": 24.9}

=====

Record 4
{"formula": "C33H60NO16S6", "method": "the ωB97M-V functional and the def2-TZVPD basis", "symbols": ["C", "O", "C", "C", "C", "C", "C", "N", "C", "C", "C", "C", "S", "O", "O", "O", "C", "C", "C", "O", "O", "H", "H", "H", "H", "H", "H", "H", "H", "H", "H", "H", "H", "H", "H", "H", "H", "H", "H", "H", "H", "C", "C", "C", "S", "O", "O", "C", "H", "H", "H", "H", "H", "H", "H", "H", "C", "C", "C", "S", "O", "O", "C", "H", "H", "H", "H", "H", "H", "H", "H", "C", "C", "C", "S", "O", "O", "C", "H", "H", "H", "H", "H", "H", "H", "H", "C", "C", "C", "S", "O", "O", "C", "H", "H", "H", "H", "H", "H", "H", "H", "C", "C", "C", "S", "O", "O", "C", "H", "H", "H", "H", "H", "H", "H", "H"], "coordinates": [[2.0082, -1.3389, 2.4192], [2.1187, -0.2596, 1.4774], [2.4196, 0.9335, 2.2485], [2.7332, 2.2010, 1.3647], [1.4734, 3.0599, 0.9070], [0.0957, 2.5416, 1.4233], [-0.8429, 1.7873, 0.5398], [-2.0857, 1.3752, 1.0277], [-2.5418, 1.6264, 2.3332], [-3.9754, 1.1794, 2.8141], [-4.3602, -0.3249, 2.4391], [-3.1119, -1.2884, 2.2694], [-3.5996, -3.0718, 2.2705], [-3.7290, -3.5928, 3.6267], [-2.5836, -3.8561, 1.5512], [-5.0498, -3.2406, 1.5067], [-1.6747, 2.3710, 3.3061], [-0.3175, 2.8467, 2.8515], [0.6317, 3.6397, 3.8366], [0.2623, 4.7146, 4.2481], [1.8523, 3.1554, 4.3015], [2.7684, -1.3179, 3.2522], [2.0848, -2.3593, 1.9350], [0.9850, -1.2281, 2.9230], [1.6343, 1.0732, 3.0477], [3.3930, 0.6864, 2.8127], [3.2414, 1.8202, 0.4207], [3.4892, 2.8442, 1.8964], [1.6060, 4.1063, 1.3395], [1.4376, 3.1526, -0.2195], [-0.6176, 1.5494, -0.5367], [-2.7606, 0.8770, 0.4294], [-3.9926, 1.2641, 3.9360], [-4.7614, 1.8591, 2.3719], [-4.9722, -0.7288, 3.3101], [-5.0149, -0.3567, 1.5156], [-2.3562, -1.1639, 3.1083], [-2.5789, -1.1300, 1.2777], [-4.8851, -3.0282, 0.5437], [-2.0330, 2.5813, 4.3520], [2.6048, 3.6668, 3.9121], [-0.5701, -5.1054, -0.8825], [-0.0225, -6.4714, -1.3052], [-0.2434, -6.6083, -2.8146], [-0.2318, -4.9437, -3.4753], [-1.5492, -4.6432, -3.9915], [0.9618, -4.7502, -4.2605], [-0.0355, -4.1113, -1.9072], [-0.2633, -4.8411, 0.1300], [-1.6636, -5.1211, -0.9105], [1.0480, -6.5190, -1.0841], [-0.5052, -7.2850, -0.7617], [0.5483, -7.1886, -3.2871], [-1.2138, -7.0531, -3.0379], [-0.5811, -3.1684, -1.9165], [1.0304, -3.9279, -1.7591], [7.9295, -0.1345, 0.2280], [8.6413, -0.6008, 1.5005], [7.8389, -0.0769, 2.6950], [6.1431, 0.0704, 2.1348], [5.7706, 1.4644, 2.1393], [5.3364, -0.9390, 2.7853], [6.4521, -0.4345, 0.4474], [8.3135, -0.6399, -0.6593], [8.0776, 0.9417, 0.0951], [8.6649, -1.6943, 1.5238], [9.6742, -0.2506, 1.5368], [7.8809, -0.7631, 3.5401], [8.1788, 0.9123, 3.0021], [5.7972, 0.1129, -0.2289], [6.2542, -1.5060, 0.3781], [-5.1514, -3.6554, -4.6970], [-6.3529, -2.7556, -4.3975], [-6.8302, -3.0854, -2.9797], [-5.3883, -3.6709, -2.0945], [-5.5863, -5.0565, -1.7578], [-5.0002, -2.6791, -1.0961], [-4.2573, -3.5758, -3.4664], [-4.6229, -3.3387, -5.5967], [-5.4895, -4.6851, -4.8476], [-6.0448, -1.7102, -4.4482], [-7.1542, -2.8957, -5.1252], [-7.2333, -2.2071, -2.4754], [-7.5719, -3.8849, -2.9812], [-3.5350, -4.3857, -3.4073], [-3.7468, -2.6122, -3.4125], [-7.1573, 2.6901, -4.8276], [-6.5985, 3.4012, -6.0633], [-5.8730, 2.3507, -6.9088], [-6.6747, 0.7869, -6.5609], [-5.7286, -0.0780, -5.8923], [-7.4130, 0.3615, -7.7218], [-7.8207, 1.4199, -5.3458], [-7.8647, 3.3182, -4.2840], [-6.3391, 2.4346, -4.1471], [-7.4228, 3.8319, -6.6389], [-5.9283, 4.2180, -5.7906], [-5.9512, 2.5664, -7.9737], [-4.8240, 2.2625, -6.6238], [-7.9879, 0.6744, -4.5693], [-8.7575, 1.6461, -5.8579], [7.9137, 6.0853, 3.7476], [8.0780, 5.3787, 5.0953], [6.8453, 4.4945, 5.3033], [6.2629, 4.0525, 3.6653], [4.9572, 4.6527, 3.4608], [6.5008, 2.6481, 3.4305], [7.4743, 5.0066, 2.7644], [8.8389, 6.5661, 3.4269], [7.1415, 6.8562, 3.8271], [8.9777, 4.7567, 5.0730], [8.1935, 6.0914, 5.9134], [7.0884, 3.5875, 5.8554], [6.0461, 5.0359, 5.8116], [7.0287, 5.4097, 1.8558], [8.3023, 4.3410, 2.5142]], "atomic_forces_ev_per_a": [[-1.0, -0.6, 0.8], [0.4, 0.4, 0.8], [1.7, -0.3, 0.6], [-0.2, -1.0, -0.5], [-0.4, 0.4, 0.3], [-1.9, -0.6, 0.6], [0.8, 1.3, 2.3], [0.5, 1.1, 1.9], [1.4, 1.4, 1.4], [0.6, -0.5, -0.5], [0.0, -0.4, 0.4], [-0.3, 0.6, -0.5], [0.9, -4.1, 0.7], [-0.9, 2.0, -1.3], [-1.3, 2.2, -0.2], [2.4, 1.3, 1.1], [1.5, -0.3, -3.0], [-1.7, -2.4, -1.5], [0.3, 1.6, 0.9], [-0.4, -1.3, -1.0], [-1.0, -0.4, -1.8], [-0.5, 0.2, -1.1], [-0.2, 1.4, 0.2], [1.1, -0.4, -0.5], [0.6, 0.1, -0.9], [-1.4, 0.6, -0.7], [-0.5, 0.4, 1.3], [-0.8, -0.7, -0.5], [-0.3, -1.2, -0.7], [0.0, -0.1, 1.3], [-0.2, 0.3, 1.4], [0.7, 0.4, 0.2], [0.1, 0.2, -1.2], [0.9, -0.5, 0.6], [0.6, 0.5, -1.2], [0.8, 0.0, 1.1], [-1.0, -0.4, -1.0], [-0.6, -0.4, 1.2], [-0.4, -0.3, 0.0], [0.4, -0.3, -1.4], [-0.5, -0.2, 0.5], [-0.1, -0.1, 0.0], [0.1, 0.0, 0.1], [0.0, -0.5, 0.2], [0.5, -0.1, 0.2], [0.3, 0.0, -0.2], [-0.4, 0.1, -0.2], [-0.1, 0.1, 0.4], [-0.1, 0.0, -0.1], [0.1, 0.1, 0.1], [-0.1, 0.0, 0.0], [0.0, 0.1, -0.1], [-0.1, 0.1, -0.2], [0.0, 0.1, -0.1], [0.0, 0.0, -0.2], [0.0, 0.0, -0.1], [0.1, 0.1, 0.0], [0.1, -0.1, -0.1], [0.5, 0.0, 0.2], [-0.2, -0.1, -0.6], [-2.2, -3.9, -3.4], [-0.1, 0.3, 0.1], [0.3, -0.2, -0.4], [0.0, 0.1, 0.0], [0.0, -0.1, 0.0], [0.0, 0.1, 0.0], [-0.1, 0.0, 0.0], [-0.2, 0.1, 0.0], [-0.2, 0.0, 0.0], [-0.1, 0.0, 0.2], [0.0, 0.1, 0.0], [-0.2, -0.1, 0.0], [0.1, 0.1, 0.0], [-0.5, 0.3, -0.2], [0.0, -0.4, -1.2], [0.1, 0.3, 0.5], [0.1, 0.0, 0.5], [0.1, 0.1, -0.2], [0.0, 0.0, 0.1], [0.1, 0.0, 0.0], [0.0, -0.1, 0.0], [0.0, 0.0, 0.1], [0.0, -0.2, 0.1], [0.2, 0.0, 0.2], [-0.1, 0.1, 0.2], [0.0, -0.1, 0.0], [0.1, 0.1, 0.1], [-0.1, 0.1, 0.0], [0.2, 0.5, -0.1], [-0.3, 0.2, -0.2], [0.0, 0.0, -0.2], [0.3, -0.3, 0.2], [-0.2, 0.2, 0.4], [0.0, -0.1, 0.0], [-0.1, 0.0, 0.0], [0.1, 0.0, 0.0], [0.0, -0.1, -0.1], [0.0, -0.2, 0.0], [-0.1, -0.1, 0.0], [0.0, -0.1, -0.2], [0.1, -0.1, 0.0], [0.0, 0.1, 0.1], [0.2, 0.0, 0.0], [0.0, 0.4, 0.5], [0.9, -0.3, 0.4], [-0.3, -0.4, -0.1], [1.4, 3.9, 3.4], [0.1, 0.4, -0.2], [-0.1, 0.0, 0.0], [0.0, 0.0, -0.1], [-0.1, 0.0, 0.0], [0.0, -0.1, 0.0], [-0.2, 0.0, -0.1], [0.0, -0.1, -0.1], [-0.1, -0.1, 0.0], [-0.1, 0.0, 0.0]], "lowdin_charge": [-0.120, -0.213, -0.234, -0.126, -0.121, -0.075, 0.072, 0.105, -0.138, -0.108, -0.196, -0.228, 0.645, -0.292, -0.320, -0.180, 0.112, 0.034, -0.411, 0.158, 0.075, 0.088, 0.102, 0.091, 0.106, 0.113, 0.129, 0.095, 0.131, 0.125, 0.157, 0.171, 0.126, 0.135, 0.135, 0.121, 0.128, 0.097, 0.015, 0.141, 0.119, -0.226, -0.208, -0.216, 0.681, -0.336, -0.318, -0.229, 0.112, 0.114, 0.119, 0.120, 0.106, 0.108, 0.102, 0.108, -0.220, -0.210, -0.209, 0.698, -0.366, -0.322, -0.225, 0.118, 0.119, 0.119, 0.117, 0.109, 0.092, 0.105, 0.111, -0.195, -0.217, -0.211, 0.718, -0.289, -0.361, -0.233, 0.127, 0.126, 0.078, 0.125, 0.101, 0.111, 0.073, 0.114, -0.226, -0.215, -0.220, 0.671, -0.333, -0.310, -0.230, 0.117, 0.116, 0.121, 0.115, 0.107, 0.105, 0.104, 0.113, -0.218, -0.213, -0.216, 0.709, -0.330, -0.361, -0.222, 0.119, 0.122, 0.119, 0.118, 0.106, 0.106, 0.110, 0.111], "lumo_ev": -4.39, "total_charge": 1, "relative_energy_kcal_mol": 93.3}

=====

- Which formula does entry 2 have?
  C27H37AsBCoN6O2SSi2